<a>
Below is a single C5H11NO2 molecule, with properties calculated with the ωB97M-V functional and the def2-TZVPD basis.

## Properties
- Frontier orbital gap: 10.4 eV
- M: 117.15 g mol⁻¹
- Highest occupied orbital energy: -9.59 eV
- SMILES: CN(C)C(=O)CCO

Last column: Löwdin charge in e.
Positions of all 19 atoms, in Å:
C  0.2002  -0.8110  -0.9474  -0.107
H  -0.9999  1.0638  2.5922  0.096
C  1.5435  -0.7408  -1.6267  -0.263
H  -0.5671  -0.6235  -1.7129  0.135
H  -0.8597  2.3542  1.4019  0.086
H  -0.0171  -1.7771  -0.4895  0.124
H  1.5754  0.2346  -2.1452  0.125
H  1.7904  -1.4929  -2.3737  0.122
H  -2.3683  -1.0568  1.5332  0.098
H  -2.4479  1.7088  1.7296  0.089
C  -1.3922  1.4397  1.6472  -0.056
O  0.9043  0.9541  0.4901  0.055
H  -1.9648  -1.3874  -0.0611  0.068
H  -3.2890  -0.2352  0.2668  0.089
C  -2.2916  -0.5527  0.5563  -0.071
H  2.6015  -0.2101  -0.0519  0.063
N  -1.3080  0.5059  0.5281  -0.150
O  2.6369  -0.8645  -0.7479  -0.064
C  -0.0187  0.2630  0.0699  -0.435

<b>
Below is a single C5H11NO2 molecule, with properties calculated with the ωB97M-V functional and the def2-TZVPD basis.

## Properties
- Frontier orbital gap: 10.4 eV
- M: 117.15 g mol⁻¹
- Highest occupied orbital energy: -9.54 eV
- SMILES: CNC(=O)C[C@@H](C)O

Last column: Löwdin charge in e.
Positions of all 19 atoms, in Å:
H  -0.3700  -2.9893  0.4604  0.084
O  -0.0775  -0.5100  -1.7978  -0.043
H  1.2507  -0.8623  -0.4324  0.136
H  1.4043  3.0941  1.2952  0.084
C  0.1933  -1.0759  -0.5214  -0.406
O  -2.0271  1.2245  -0.4286  0.045
C  -0.5165  -0.2884  0.6239  -0.059
H  0.5112  -3.1493  -1.0776  0.084
H  0.2228  -0.1746  1.4153  0.093
H  1.1462  1.4203  1.7383  0.071
H  -1.3211  -0.8555  1.0790  0.120
C  1.2080  2.1030  0.8950  -0.076
H  2.0308  1.7612  0.2643  0.085
C  -0.1864  -2.5318  -0.5178  -0.047
H  -0.2869  2.9117  -0.3420  0.141
H  -1.0038  -0.5814  -2.0471  0.094
N  -0.0622  2.0917  0.1955  0.029
C  -0.9462  1.0649  0.1111  -0.512
H  -1.1696  -2.6530  -0.9135  0.076

<c>
Below is 2 unconnected molecules or ions with the total composition C5H11NO2, with properties calculated with the ωB97M-V functional and the def2-TZVPD basis.

## Properties
- Frontier orbital gap: 8.3 eV
- M: 117.15 g mol⁻¹
- Highest occupied orbital energy: -7.64 eV
- SMILES: CC(C)=O.N/C=C/O

Last column: Löwdin charge in e.
Positions of all 19 atoms, in Å:
C  -1.2550  -1.5509  0.5391  -0.032
H  2.9829  -0.9076  -0.4889  0.104
H  -1.1624  1.6459  -2.0767  0.087
H  -0.4595  -0.0214  2.8854  0.086
C  -1.1051  -0.0801  0.8379  -0.499
C  -0.0550  0.2709  1.9147  -0.030
H  -0.2719  -2.0257  0.4905  0.075
H  -0.0214  -0.2990  -2.2703  0.128
C  1.5642  0.2605  -1.0021  -0.236
H  -0.0803  2.3337  -1.0351  0.087
C  0.4102  0.4882  -1.6531  -0.234
H  -1.7482  -1.6681  -0.4298  0.084
H  2.0865  1.0203  -0.4356  0.118
N  -0.1707  1.7244  -1.8465  0.033
H  0.1217  1.3497  1.9027  0.080
H  0.8831  -0.2635  1.7441  0.064
O  2.1359  -0.9756  -0.9632  -0.031
O  -1.9978  0.7274  0.5731  0.024
H  -1.8571  -2.0292  1.3139  0.091

<d>
Below is a single C5H11NO2 molecule, with properties calculated with the ωB97M-V functional and the def2-TZVPD basis.

## Properties
- Frontier orbital gap: 10.2 eV
- M: 117.15 g mol⁻¹
- Highest occupied orbital energy: -9.25 eV
- SMILES: O=CCCCNCO

Last column: Löwdin charge in e.
Positions of all 19 atoms, in Å:
C  -0.2000  -0.5136  -0.6801  -0.177
C  -1.3128  -0.2213  -2.8235  -0.280
H  -0.8262  1.4110  -1.5212  0.112
O  -0.5433  0.0258  -3.7205  0.052
H  2.6362  0.3660  2.8327  0.078
H  -0.8256  -1.6770  1.0829  0.109
N  0.7517  -0.4820  1.6616  -0.054
H  -2.0938  -0.9817  -2.9986  0.127
H  1.5478  -0.3275  1.0617  0.095
H  0.8250  -0.2189  -0.8577  0.109
O  2.0045  1.0867  2.8947  -0.060
C  -1.1582  0.3974  -1.4733  -0.156
H  -2.1089  0.4180  -0.9229  0.112
H  -0.1551  -1.5074  -1.1532  0.115
C  0.6944  0.6138  2.5921  -0.315
C  -0.4429  -0.6885  0.8257  -0.210
H  0.1333  1.5171  2.3151  0.120
H  -1.2535  0.0114  1.0683  0.107
H  0.2568  0.2971  3.5459  0.115

Ordering by calculated energy gives the sequence <b>, <a>, <c>, <d>, with the first entry being the most stable.

<a>
Below is a single C5H11NO2 molecule, with properties calculated with the ωB97M-V functional and the def2-TZVPD basis.

## Properties
- Frontier orbital gap: 10.6 eV
- M: 117.15 g mol⁻¹
- Highest occupied orbital energy: -9.81 eV
- SMILES: CC(C)[C@H](N)C(=O)O

Last column: Löwdin charge in e.
Positions of all 19 atoms, in Å:
H  2.3788  0.3621  1.2617  0.061
H  -0.3391  2.4413  -0.3586  0.113
H  0.9929  -2.0063  -0.2530  0.054
C  -1.5186  -0.6213  0.2177  -0.427
H  2.4506  -1.3340  -0.8165  0.096
H  1.4281  0.8953  -0.8353  0.126
H  0.9334  1.2997  1.6441  0.073
H  0.9308  -1.3254  -1.8099  0.072
H  -3.2895  -1.0953  0.3000  0.122
H  0.9272  -0.4696  1.8822  0.084
H  -0.8835  0.3047  -1.4442  0.124
C  1.3451  -1.1952  -0.8317  -0.070
C  1.3084  0.3452  1.2359  -0.062
C  0.8990  0.1389  -0.2529  -0.362
H  -1.9015  1.9930  -0.3279  0.065
O  -2.8467  -0.3407  -0.1378  0.070
O  -1.1775  -1.5724  0.8784  0.116
N  -1.0151  1.7485  0.0835  0.052
C  -0.6227  0.4316  -0.4357  -0.308

<b>
Below is 2 unconnected molecules or ions with the total composition C5H11NO2, with properties calculated with the ωB97M-V functional and the def2-TZVPD basis.

## Properties
- Frontier orbital gap (alpha / beta): 7.9 / 7.9 eV
- M: 117.15 g mol⁻¹
- Highest occupied orbital energy (alpha / beta): -8.07 / -8.06 eV

Last column: Löwdin charge in e.
Positions of all 19 atoms, in Å:
H  -1.7904  0.1502  1.7579  0.083
H  -1.3193  1.7062  1.1032  0.089
H  -0.5667  -1.9020  -0.9762  0.098
N  1.5142  -1.2630  0.2027  -0.065
H  -0.9039  -1.8202  0.8169  0.094
H  1.3763  -0.4798  2.1434  0.110
H  -0.9688  0.0135  -2.3076  0.087
H  2.3479  0.0074  -0.9304  0.106
H  0.2890  1.1057  -1.7301  0.083
C  -0.5110  -1.3121  -0.0632  0.035
C  1.7540  -0.1598  1.1636  -0.317
H  -2.6955  0.8597  0.3872  0.092
C  -0.7141  0.7219  -1.5160  -0.039
C  -0.7254  0.0951  -0.1406  -0.347
O  1.0304  0.8754  0.5984  -0.216
H  -1.3719  1.5895  -1.6282  0.085
C  -1.7039  0.7181  0.8281  -0.050
O  2.1252  -0.9585  -0.9742  -0.059
H  2.8338  0.0525  1.2653  0.131

Ordering by calculated energy gives the sequence <a>, <b>, with the first entry being the most stable.

<a>
Below is 2 unconnected molecules or ions with the total composition C5H11NO2, with properties calculated with the ωB97M-V functional and the def2-TZVPD basis.

## Properties
- Frontier orbital gap: 9.2 eV
- M: 117.15 g mol⁻¹
- Highest occupied orbital energy: -8.18 eV
- SMILES: C/C=C/N.CC(=O)O

Last column: Löwdin charge in e.
Positions of all 19 atoms, in Å:
H  0.6395  2.2918  2.9088  0.066
H  -1.8935  2.1279  0.5776  0.105
C  0.4533  2.2839  1.8315  -0.116
H  1.3708  -3.2065  -2.0651  0.083
H  2.4330  -2.4346  -0.8680  0.091
H  -0.1051  3.1273  1.5137  0.047
O  0.0930  -0.4269  -1.8324  0.062
C  1.7441  -2.2524  -1.7060  0.015
H  0.1540  0.0758  1.4861  0.075
H  2.2809  -1.7371  -2.5051  0.081
H  -3.0343  -0.0300  -0.0653  0.107
N  -2.0101  0.0847  -0.1056  0.000
H  1.4644  2.3642  1.3963  0.074
C  -0.2679  1.0420  1.3502  -0.146
H  -1.6038  -0.8346  0.1169  0.061
C  -1.4252  1.1474  0.6089  -0.199
C  0.5013  -1.5583  -1.1305  -0.487
H  -0.7041  -0.1005  -1.3745  0.045
O  -0.0903  -1.9641  -0.1376  0.036

<b>
Below is 2 unconnected molecules or ions with the total composition C5H11NO2, with properties calculated with the ωB97M-V functional and the def2-TZVPD basis.

## Properties
- Frontier orbital gap: 9.8 eV
- M: 117.15 g mol⁻¹
- Highest occupied orbital energy: -9.17 eV
- SMILES: O=CN1CCCC1.O

Last column: Löwdin charge in e.
Positions of all 19 atoms, in Å:
O  -1.9461  -1.4138  0.4708  -0.046
C  -0.4099  2.2049  -0.8242  -0.193
H  -2.1230  0.8473  -0.7775  0.149
C  -0.7051  -1.2603  0.3518  -0.293
H  1.2173  -4.2724  1.3657  0.075
O  0.3536  -4.2570  1.9125  -0.119
H  -0.6889  2.2108  -1.9691  0.141
H  -0.3547  -4.4645  1.2484  0.052
C  1.1430  0.2952  -0.2359  -0.078
H  -1.7504  1.5692  0.7427  0.111
C  -1.2139  1.1832  -0.1134  -0.189
C  1.0875  1.8413  -0.5802  -0.149
H  0.0006  -2.1709  0.3499  0.136
H  -0.5611  3.2379  -0.3919  0.119
H  1.6791  0.2049  0.6214  0.071
H  1.6683  1.9970  -1.4892  0.098
H  1.4823  -0.2630  -1.0785  0.102
N  -0.3279  0.0398  0.2104  -0.072
H  1.4494  2.4704  0.1863  0.084

Ordering by calculated energy gives the sequence <a>, <b>, with the first entry being the most stable.

<a>
Below is a single C5H11NO2 molecule, with properties calculated with the ωB97M-V functional and the def2-TZVPD basis.

## Properties
- Frontier orbital gap: 9.9 eV
- M: 117.15 g mol⁻¹
- Highest occupied orbital energy: -9.10 eV
- SMILES: C[C@@]1(O)CNC[C@@H]1O

Last column: Löwdin charge in e.
Positions of all 19 atoms, in Å:
H  -0.0129  1.8274  2.0221  0.107
C  0.5553  -1.1352  -0.2430  -0.234
H  -2.0559  1.0187  -0.0547  0.153
C  -0.2581  0.0002  0.7506  -0.498
H  -0.8421  -1.7873  -1.4499  0.149
H  -1.3335  -1.5448  1.1071  0.076
H  -0.5985  1.1755  -2.3527  0.155
H  -0.3799  1.8827  -0.2116  0.134
H  1.6315  1.0861  1.2927  0.072
C  0.6207  0.8975  1.7103  -0.031
N  -0.5403  0.3405  -1.6415  -0.079
H  1.3056  -1.5202  0.3764  0.123
H  1.7384  0.4426  -1.0284  0.123
O  -1.0804  -0.7697  1.6155  -0.040
O  -0.3815  -2.1864  -0.5960  -0.075
H  0.6136  0.2412  2.6995  0.115
C  -0.9322  0.8316  -0.3022  -0.197
H  1.0697  -0.6383  -2.3073  0.093
C  0.8807  -0.1620  -1.3867  -0.147

<b>
Below is 2 unconnected molecules or ions with the total composition C5H11NO2, with properties calculated with the ωB97M-V functional and the def2-TZVPD basis.

## Properties
- Frontier orbital gap: 9.5 eV
- M: 117.15 g mol⁻¹
- Highest occupied orbital energy: -8.73 eV
- SMILES: C=CN(C)C.O=CO

Last column: Löwdin charge in e.
Positions of all 19 atoms, in Å:
H  -0.9623  -0.8271  -2.0663  0.090
C  -0.4960  0.5330  1.0537  -0.235
H  0.9495  -0.5217  1.3994  0.169
O  2.2988  -1.3833  -0.2000  0.026
C  1.2676  -1.3515  0.4395  -0.473
H  0.8119  0.5722  -2.1064  0.089
H  1.5230  1.2580  -0.6490  0.091
N  -0.2118  0.1126  -0.3094  -0.305
C  -0.4602  1.8117  1.5132  0.049
C  0.5777  1.0364  -1.1470  -0.072
H  -1.5519  -1.4942  -0.5440  0.078
H  1.0482  -3.1997  0.2905  0.118
H  -2.1736  0.0682  -1.1129  0.085
H  0.0367  1.9715  -1.2960  0.084
C  -1.2886  -0.5682  -1.0568  -0.056
H  0.2010  2.5592  1.0942  0.053
H  -1.2290  -0.1357  1.5022  0.122
H  -0.8965  2.0337  2.4796  0.054
O  0.5556  -2.4752  0.7153  0.034

<c>
Below is a single C5H11NO2 molecule, with properties calculated with the ωB97M-V functional and the def2-TZVPD basis.

## Properties
- Frontier orbital gap: 9.7 eV
- M: 117.15 g mol⁻¹
- Highest occupied orbital energy: -8.96 eV
- SMILES: N[C@H](CO)C1(O)CC1

Last column: Löwdin charge in e.
Positions of all 19 atoms, in Å:
H  -2.3393  0.8800  0.4408  0.121
H  0.3087  2.3787  0.9800  0.182
H  0.6191  -1.1132  1.6094  0.075
O  -1.9550  -1.0543  -0.6344  -0.072
H  1.8733  -1.8844  -0.9761  0.110
C  0.9243  -0.0593  -0.2442  -0.609
C  -1.6437  0.0263  0.2279  -0.232
H  -1.2501  -0.3955  1.2871  0.145
C  -0.3486  0.6301  -0.2811  -0.396
H  -2.8457  -1.4535  -0.5942  0.110
H  -0.6069  0.3604  -1.4391  0.198
C  1.0048  -1.5536  -0.4241  0.013
C  1.4082  -0.8350  0.9442  0.001
H  2.3584  -0.6402  1.2770  0.074
N  -0.2376  2.0747  -0.0510  -0.009
H  -1.1321  2.6932  -0.1492  0.110
H  1.8433  1.4306  -0.5144  0.096
H  0.1456  -2.0626  -0.4748  0.045
O  1.8734  0.5774  -0.9841  0.038

Ordering by calculated energy gives the sequence <a>, <b>, <c>, with the first entry being the most stable.